Entry 1:
Molecular formula: C4H12N2O
Method: DFT, wB97M-V/def2-TZVPD

Relative energy (zero: lowest compared OMol25 entry of this formula, charge and spin): 50.20 kcal/mol

XYZ file:
```
19
C4H12N2O (wB97M-V/def2-TZVPD)
N 0.86 2.18 -0.48
C 1.01 0.81 -0.40
C 0.23 0.08 0.44
C -0.32 -1.31 0.15
C -1.16 -1.41 -1.11
N -2.32 -0.51 -1.03
H 1.62 2.82 -0.36
H -0.03 2.52 -0.15
H 1.98 0.48 -0.76
H -0.33 0.69 1.15
H 0.57 -1.94 0.11
H -0.99 -1.59 0.95
H -0.62 -1.31 -2.05
H -1.51 -2.44 -1.13
H -2.90 -0.65 -1.85
H -1.98 0.44 -1.11
O 2.36 0.39 2.65
H 1.97 0.29 1.76
H 1.57 0.45 3.21
```

Charges in e, computed with Löwdin, in the same order as the atoms: 0.056 -0.238 -0.169 -0.208 -0.314 -0.005 0.088 0.083 0.122 0.102 0.115 0.102 0.104 0.105 0.065 0.054 -0.078 -0.015 0.031



Entry 2:
Molecular formula: C4H8O2
Method: DFT, wB97M-V/def2-TZVPD

Relative energy (zero: lowest compared OMol25 entry of this formula, charge and spin): 95.26 kcal/mol

XYZ file:
```
14
C4H8O2 (wB97M-V/def2-TZVPD)
C -1.09 1.46 0.43
O -0.56 0.73 -0.65
C 0.78 0.30 -0.47
C 0.86 -0.94 0.46
C 0.82 -1.96 -0.66
O -0.39 -2.09 -1.13
H -0.49 2.36 0.65
H -1.16 0.86 1.35
H -2.09 1.77 0.14
H 1.45 1.12 -0.20
H 0.01 -1.00 1.15
H 1.79 -0.98 1.03
H 1.12 -0.08 -1.45
H -1.06 -1.55 -0.66
```

Charges in e, computed with Löwdin, in the same order as the atoms: -0.103 -0.201 -0.247 -0.192 -0.094 0.005 0.092 0.083 0.092 0.129 0.107 0.105 0.115 0.109



Entry 3:
Molecular formula: C11H14BF4InN6S5Sb
Method: DFT, wB97M-V/def2-TZVPD

Relative energy (zero: lowest compared OMol25 entry of this formula, charge and spin): 43.96 kcal/mol
Charge: -1

XYZ file:
```
43
C11H14BF4InN6S5Sb (wB97M-V/def2-TZVPD)
In -0.54 0.62 0.82
C -0.73 -0.02 -3.88
C -0.29 0.00 -2.44
N -0.55 0.97 -1.65
N -1.16 2.09 -1.97
C -1.57 2.89 -0.84
N -2.08 4.11 -1.34
S -0.16 3.15 0.25
C 0.54 -1.03 -1.85
C 0.60 -2.34 -2.33
C 1.46 -3.24 -1.72
C 2.28 -2.78 -0.70
C 2.12 -1.48 -0.26
N 1.25 -0.64 -0.78
H -0.44 0.92 -4.37
H -1.82 -0.12 -3.95
H -0.27 -0.83 -4.42
H -1.80 2.12 -2.76
H -3.04 3.99 -1.66
H -2.06 4.84 -0.64
H -0.05 -2.67 -3.13
H 1.49 -4.27 -2.02
H 3.00 -3.43 -0.23
H 2.70 -1.10 0.57
S -5.15 4.14 1.70
Sb -3.04 3.39 2.06
S -1.41 0.53 3.27
S -2.91 1.87 0.03
S -3.31 1.09 3.22
N 1.61 -0.65 2.93
C 2.75 -0.85 3.61
C 3.56 0.24 3.36
C 2.81 1.05 2.50
N 1.64 0.48 2.25
H 0.80 -1.25 2.85
H 2.91 -1.71 4.23
H 4.54 0.43 3.75
H 3.06 1.99 2.06
F -1.18 -3.73 0.06
B -1.38 -2.53 0.69
F -0.15 -2.08 1.25
F -2.29 -2.60 1.70
F -1.76 -1.55 -0.25
```

Charges in e, computed with Löwdin, in the same order as the atoms: 0.451 -0.008 -0.263 -0.039 -0.091 -1.322 -0.013 0.457 -0.236 -0.004 -0.048 -0.046 -0.134 0.097 0.086 0.093 0.068 0.140 0.069 0.051 0.116 0.113 0.103 0.098 -0.384 0.363 -0.076 0.372 -0.175 -0.018 -0.091 -0.067 -0.135 -0.046 0.110 0.114 0.087 0.113 0.165 -1.371 0.047 0.169 0.084



Entry 4:
Molecular formula: C6H20F2KN5O8S2
Method: DFT, wB97M-V/def2-TZVPD

XYZ file:
```
44
C6H20F2KN5O8S2 (wB97M-V/def2-TZVPD)
K -11.00 29.91 8.93
N -8.69 30.17 6.93
S -7.60 29.15 7.21
O -6.30 29.62 7.65
O -7.65 27.91 6.49
F -8.32 28.64 8.56
S -7.86 30.97 5.68
O -7.23 30.18 4.66
O -7.22 32.20 6.05
F -9.20 31.46 4.98
C -12.18 27.70 5.09
C -10.92 28.30 5.68
O -11.21 29.62 6.16
H -11.97 26.75 4.61
H -12.59 28.34 4.31
H -12.97 27.49 5.81
H -10.19 28.31 4.87
H -10.59 27.66 6.50
H -10.32 29.89 6.44
C -10.49 34.35 9.11
C -9.99 33.47 7.96
O -9.33 32.36 8.56
H -9.65 34.88 9.57
H -11.01 33.76 9.85
H -11.04 35.23 8.75
H -9.28 33.96 7.29
H -10.85 33.15 7.36
H -9.10 31.74 7.85
C -8.98 30.05 12.18
O -9.74 29.54 11.36
N -9.16 31.34 12.61
N -7.96 29.40 12.80
H -8.55 31.88 13.19
H -9.98 31.82 12.27
H -7.37 29.85 13.47
H -7.79 28.46 12.51
C -14.10 28.02 10.01
O -12.98 28.10 9.50
N -14.56 28.91 10.93
N -14.99 27.09 9.59
H -15.46 28.84 11.35
H -14.01 29.73 11.10
H -14.74 26.44 8.88
H -15.92 27.14 9.96
```

Charges in e, computed with Löwdin, in the same order as the atoms: 0.861 -0.331 0.442 -0.246 -0.256 -0.230 0.573 -0.236 -0.241 -0.165 -0.087 -0.312 -0.170 0.077 0.078 0.066 0.122 0.115 -0.039 -0.079 -0.300 -0.138 0.074 0.064 0.073 0.116 0.113 -0.008 -0.649 -0.049 0.156 0.171 0.096 0.096 0.099 0.114 -0.657 -0.062 0.167 0.168 0.101 0.106 0.112 0.098



These records have frontier orbital gap values of 9.331, 9.246, 5.887, 9.407 eV, in the order they appear.
These records have DFT total energy values of -9369.0169, -8369.1509, -98019.2298, -73809.5047 eV, in the order they appear.